Formula: C10H20BBrNO6
Source: the Open Molecules 2025 dataset
Level of theory: ωB97M-V with the def2-TZVPD basis set

Spin multiplicity: 1
Total charge: -1
HOMO-LUMO gap in eV: 5.906
E in Eh: -3498.2926

The geometry in XYZ format:
```
39
C10H20BBrNO6 | the Open Molecules 2025 dataset | ωB97M-V with the def2-TZVPD basis set
C 1.802 -3.953 0.437
C 2.710 -2.736 0.217
O 2.496 -2.063 -1.019
B 1.534 -1.080 -1.023
O 0.265 -1.394 -0.538
N 1.867 0.268 -1.505
C 1.975 1.287 -0.405
C 0.652 1.752 0.179
C 0.469 1.253 1.611
C -0.941 1.405 2.162
C -2.017 0.781 1.303
O -2.511 1.714 0.314
C -3.761 1.420 -0.101
C -3.902 0.178 -0.933
O -4.695 2.137 0.132
C 1.158 0.683 -2.602
O 1.227 1.759 -3.123
O 0.353 -0.325 -3.139
H 1.260 -4.191 -0.474
H 2.386 -4.815 0.745
H 1.058 -3.739 1.200
H 3.741 -3.080 0.216
H 2.612 -2.056 1.063
H -0.061 -2.187 -0.973
H 2.567 2.120 -0.770
H 2.574 0.813 0.376
H 0.709 2.869 0.249
H -0.190 1.475 -0.454
H 0.749 0.194 1.652
H 1.173 1.824 2.217
H -0.983 0.861 3.110
H -1.187 2.436 2.403
H -2.852 0.501 1.949
H -1.654 -0.138 0.841
H -3.043 -0.480 -0.846
H -4.022 0.482 -1.970
H -4.800 -0.354 -0.637
H -0.486 -0.255 -2.666
Br 1.770 4.635 0.799
```